Formula: C26H19F5N4S2Sn
Source: the OMol25 dataset
Level of theory: ωB97M-V/def2-TZVPD

```
57
C26H19F5N4S2Sn | the OMol25 dataset | ωB97M-V/def2-TZVPD
Sn 0.781 -0.826 1.294
F 3.331 5.346 3.089
C 3.163 4.221 2.396
C 3.549 3.007 2.934
F 4.094 2.961 4.151
C 3.369 1.847 2.202
F 3.766 0.696 2.762
C 2.807 1.843 0.932
S 2.595 0.369 -0.009
C 2.425 3.082 0.425
F 1.861 3.169 -0.783
C 2.599 4.256 1.134
F 2.217 5.423 0.613
N 4.285 -3.512 2.462
C 3.313 -4.199 3.155
C 2.160 -3.514 2.942
N 2.418 -2.428 2.139
C 3.700 -2.454 1.866
H 5.259 -3.750 2.411
H 3.526 -5.092 3.715
H 1.166 -3.732 3.296
H 4.221 -1.728 1.263
C 0.636 -2.240 -0.417
C 0.179 -3.571 0.071
C 1.022 -4.683 0.069
C 0.609 -5.904 0.582
C -0.665 -6.047 1.114
C -1.520 -4.953 1.120
C -1.102 -3.735 0.608
H -0.074 -1.817 -1.129
H 1.610 -2.312 -0.906
H 2.022 -4.582 -0.341
H 1.285 -6.750 0.564
H -0.990 -6.999 1.512
H -2.520 -5.050 1.527
H -1.780 -2.887 0.619
S -4.210 1.465 -3.455
C -2.994 1.128 -2.192
C -1.640 1.287 -2.451
C -0.734 1.007 -1.441
N -1.107 0.579 -0.235
C -2.404 0.424 0.006
C -3.386 0.685 -0.937
C -4.131 3.249 -3.417
C -4.761 3.967 -2.411
C -4.668 5.350 -2.432
N -4.017 6.033 -3.371
C -3.428 5.332 -4.335
C -3.454 3.946 -4.405
H -1.296 1.622 -3.420
H 0.334 1.124 -1.596
H -2.667 0.078 1.001
H -4.431 0.543 -0.701
H -5.311 3.461 -1.629
H -5.146 5.939 -1.657
H -2.905 5.905 -5.093
H -2.960 3.423 -5.212
```

- HOMO-LUMO gap: 7.637 eV
- Energy relative to the best compared isomer or geometry (same formula, charge and spin): 0.00 kJ/mol
- Electronic energy: -2731.20695 a.u.

These are the Mulliken partial charges, in e, on atoms 1 to 2:
1 Sn 0.55
2 F -0.30

---

Formula: C26H20BBr4Cl5N4O4STa
Source: the OMol25 dataset
Level of theory: ωB97M-V/def2-TZVPD

```
66
C26H20BBr4Cl5N4O4STa | the OMol25 dataset | ωB97M-V/def2-TZVPD
Ta 0.024 -0.050 -0.044
Br 1.942 4.439 4.951
C 1.899 3.010 3.741
C 2.868 1.999 3.805
Br 4.227 2.049 5.091
C 2.832 0.929 2.904
Br 4.051 -0.492 2.886
C 1.821 0.928 1.971
O 1.606 -0.051 1.040
C 0.876 1.917 1.889
O -0.036 1.691 0.906
C 0.886 2.972 2.776
Br -0.453 4.288 2.612
Cl -5.858 -4.286 1.518
C -4.419 -3.362 1.440
C -3.878 -3.030 0.200
Cl -4.623 -3.537 -1.258
C -2.710 -2.278 0.157
Cl -1.990 -1.871 -1.376
C -2.070 -1.859 1.316
O -0.949 -1.124 1.244
C -2.609 -2.192 2.553
Cl -1.816 -1.637 3.966
C -3.784 -2.939 2.611
Cl -4.451 -3.340 4.134
S 1.683 -4.492 -0.737
C 0.672 -3.195 -0.351
N 1.163 -1.993 -0.495
C 2.506 -2.069 -0.954
C 3.402 -1.018 -1.180
C 4.660 -1.315 -1.650
C 5.062 -2.638 -1.887
C 4.205 -3.684 -1.642
C 2.927 -3.379 -1.171
H -0.312 -3.385 0.042
H 3.140 0.008 -0.984
H 5.350 -0.504 -1.837
H 6.057 -2.835 -2.261
H 4.513 -4.707 -1.807
C -1.648 2.555 -2.813
N -2.460 2.758 -1.617
C -3.233 4.003 -1.590
C -4.436 3.839 -0.695
C -3.986 3.358 0.662
N -3.126 2.176 0.537
C -3.037 1.370 1.750
C -2.415 1.942 -0.563
O -1.670 0.885 -0.639
H -2.300 2.522 -3.685
H -1.091 1.632 -2.748
H -0.946 3.383 -2.924
H -3.530 4.219 -2.615
H -2.586 4.820 -1.256
H -5.121 3.112 -1.138
H -4.970 4.783 -0.598
H -4.838 3.069 1.276
H -3.437 4.133 1.206
H -3.988 0.860 1.917
H -2.832 2.031 2.591
H -2.232 0.652 1.693
B 2.610 1.300 -3.766
C 1.625 0.852 -2.662
N 0.884 0.516 -1.822
H 2.068 2.240 -4.314
H 3.613 1.618 -3.155
H 2.759 0.328 -4.473
```

- HOMO-LUMO gap: 7.414 eV
- Energy relative to the best compared isomer or geometry (same formula, charge and spin): 13.55 kJ/mol
- Total charge: +1
- Electronic energy: -14599.84334 a.u.

These are the Mulliken partial charges, in e, on atoms 1 to 2:
1 Ta 1.46
2 Br -0.14